i:
The molecule C7H10O3. Source: the OMol25 dataset; level of theory: wB97M-V/def2-TZVPD.

XYZ file:
```
20
Properties=species:S:1:pos:R:3:lowdin_charge:R:1
C 2.526 0.449 0.273 -0.044
C 1.155 0.429 -0.447 -0.066
C 3.799 0.260 -0.054 -0.192
C 0.055 -0.578 -0.141 -0.492
C -0.438 0.844 -0.104 -0.387
C 0.136 -1.352 1.161 -0.001
C -1.164 1.431 -1.283 -0.004
O 4.933 0.110 -0.271 0.160
O -0.438 -1.350 -1.205 0.019
O -0.741 1.449 1.097 0.038
H 2.446 0.653 1.339 0.109
H 1.300 0.548 -1.516 0.125
H 0.496 -0.729 1.974 0.080
H 0.827 -2.188 1.051 0.093
H -0.848 -1.751 1.409 0.095
H -0.898 0.902 -2.192 0.083
H -0.932 2.488 -1.383 0.090
H -2.236 1.325 -1.123 0.092
H 0.059 -2.176 -1.252 0.106
H -0.959 0.789 1.766 0.096
```

Computed properties:
highest occupied orbital energy: -8.19 eV
HOMO-LUMO gap: 8.7 eV

***

ii:
A cluster of 2 separate species, C7H10O3 in total. Source: the OMol25 dataset; level of theory: wB97M-V/def2-TZVPD.

XYZ file:
```
20
Properties=species:S:1:pos:R:3:lowdin_charge:R:1
C 2.139 -0.581 1.419 -0.068
C 1.378 0.703 -0.304 -0.358
C 0.679 1.853 -0.385 0.102
C 0.964 -0.434 -1.195 -0.216
C -2.227 1.415 0.494 0.039
C -2.083 0.537 -0.505 -0.163
C -2.155 -0.911 -0.174 -0.262
H 2.434 -1.576 1.088 0.084
H 2.653 -0.281 2.351 0.100
H 1.044 -0.638 1.582 0.102
H 0.004 1.990 -1.241 0.069
H 0.581 2.565 0.423 0.084
H 0.244 -0.085 -1.975 0.118
H -2.169 2.484 0.339 0.068
H -2.402 1.039 1.507 0.085
H -1.930 0.824 -1.539 0.093
H -1.823 -1.627 -0.967 0.121
O 2.465 0.446 0.474 -0.084
O 1.264 -1.606 -1.073 0.064
O -2.580 -1.364 0.889 0.023
```

Computed properties:
highest occupied orbital energy: -9.53 eV
HOMO-LUMO gap: 9.0 eV

***

iii:
A structure of composition C7H10O3. Source: the OMol25 dataset; level of theory: wB97M-V/def2-TZVPD.

XYZ file:
```
20
Properties=species:S:1:pos:R:3:lowdin_charge:R:1
C 2.348 0.201 0.950 -0.122
O 1.546 1.256 1.425 -0.036
C 0.924 -0.035 1.241 -0.229
C -0.033 -0.321 0.162 -0.141
C -1.162 -1.050 0.161 0.041
C -1.539 -1.016 -1.325 -0.242
C -0.182 -1.331 -2.009 -0.031
C 0.079 0.040 -1.331 -0.213
O -1.300 0.391 -1.641 -0.064
H 2.671 0.375 -0.110 0.127
H 3.098 -0.177 1.652 0.113
H 0.670 -0.507 2.197 0.151
H -1.702 -1.527 0.977 0.116
H -2.504 -1.407 -1.659 0.144
H 0.389 -2.206 -1.677 0.115
H -0.228 -1.260 -3.102 0.114
H 0.824 0.768 -1.664 0.152
O -0.969 2.834 1.859 -0.067
H -1.627 2.846 2.599 0.058
H -1.301 2.127 1.297 0.015
```

Computed properties:
highest occupied orbital energy: -9.26 eV
HOMO-LUMO gap: 10.1 eV

***

Of them, i has the highest stability.

***

i:
A structure of composition C3H4N2O2. Source: the OMol25 dataset; level of theory: wB97M-V/def2-TZVPD.

XYZ file:
```
11
Properties=species:S:1:pos:R:3:lowdin_charge:R:1
C -1.316 0.107 -0.695 -0.074
C -0.492 -0.847 -0.358 0.016
C -1.178 1.257 0.289 -0.494
N -0.083 1.121 1.090 0.058
N 0.575 -0.014 0.979 0.035
O -1.881 2.253 0.299 0.046
O 1.667 0.300 0.061 -0.028
H -1.996 0.080 -1.443 0.075
H 0.100 -1.769 -0.669 0.090
H 0.425 1.928 1.389 0.163
H 1.901 -0.590 -0.337 0.112
```

Computed properties:
multiplicity: 3
<S²>: 2.02
highest occupied orbital energy (alpha / beta): -5.49 / -9.82 eV
HOMO-LUMO gap (alpha / beta): 6.1 / 6.7 eV

***

ii:
The molecule C3H4N2O2. Source: the OMol25 dataset; level of theory: wB97M-V/def2-TZVPD.

XYZ file:
```
11
Properties=species:S:1:pos:R:3:lowdin_charge:R:1
C 2.405 0.826 0.114 -0.170
C 0.587 -0.262 0.272 -0.289
C -0.749 -0.770 0.138 -0.220
N 1.037 0.951 0.294 0.142
N 2.825 -0.394 -0.016 0.047
O 1.762 -1.162 0.076 -0.007
O -1.841 0.075 0.468 -0.023
H 3.083 1.669 0.003 0.118
H -0.745 -0.993 -0.971 0.145
H -0.956 -1.843 0.696 0.189
H -1.798 0.763 -0.168 0.069
```

Computed properties:
multiplicity: 3
<S²>: 2.02
highest occupied orbital energy (alpha / beta): -6.00 / -11.32 eV
HOMO-LUMO gap (alpha / beta): 6.7 / 8.2 eV

***

Of them, ii has the highest stability.

***

i:
The ion C6H9N2S with charge +1. Source: the OMol25 dataset; level of theory: wB97M-V/def2-TZVPD.

XYZ file:
```
18
Properties=species:S:1:pos:R:3:lowdin_charge:R:1
C 0.515 -0.733 0.660 -0.118
C 1.779 -0.643 0.201 -0.056
C -0.498 0.560 -1.280 -0.147
C -3.040 1.048 -0.003 -0.350
C -0.624 -0.187 -0.016 -0.455
C 3.008 -1.146 0.976 -0.050
N -2.195 2.071 -0.541 -0.003
N -1.108 1.945 -1.027 0.078
S -2.208 -0.530 0.610 1.105
H 0.391 -1.469 1.442 0.115
H 2.003 -0.135 -0.706 0.100
H 0.511 0.720 -1.540 0.084
H -0.949 0.233 -2.271 0.178
H -3.629 1.279 0.766 0.028
H -3.808 0.991 -0.848 0.150
H 3.590 -0.461 1.609 0.087
H 2.564 -1.933 1.802 0.139
H 3.699 -1.611 0.166 0.117
```

Computed properties:
highest occupied orbital energy (alpha / beta): -13.29 / -13.29 eV
charge: +1
HOMO-LUMO gap (alpha / beta): 7.1 / 7.1 eV

***

ii:
A structure of composition C6H9N2S. Source: the OMol25 dataset; level of theory: wB97M-V/def2-TZVPD.

XYZ file:
```
18
Properties=species:S:1:pos:R:3:lowdin_charge:R:1
C -0.763 -1.587 -0.011 -0.076
C -1.752 -0.651 -0.020 -0.033
C 0.033 0.723 0.035 -0.372
C 1.822 -1.208 -0.238 -0.212
C 2.530 0.067 0.230 -0.344
C -2.133 1.811 -0.003 0.027
N 0.456 -1.075 0.109 0.018
N -1.260 0.655 0.007 -0.128
S 1.468 1.565 -0.079 1.052
H -0.925 -2.649 -0.019 0.141
H -2.808 -0.833 0.004 0.127
H 1.955 -1.374 -1.316 0.138
H 2.269 -2.049 0.303 0.145
H 2.710 0.051 1.304 0.091
H 3.469 0.228 -0.292 0.091
H -2.167 2.253 -0.999 0.116
H -3.137 1.512 0.288 0.108
H -1.768 2.561 0.697 0.111
```

Computed properties:
highest occupied orbital energy: -12.32 eV
charge: +1
HOMO-LUMO gap: 8.7 eV

***

Of them, ii has the highest stability.

***

i:
A cluster of 3 separate species, C8H19NO in total. Source: the OMol25 dataset; level of theory: wB97M-V/def2-TZVPD.

XYZ file:
```
29
Properties=species:S:1:pos:R:3:lowdin_charge:R:1
C 2.001 0.347 -1.565 -0.242
C 3.176 1.267 -1.621 -0.058
N 1.859 -0.529 -0.582 0.127
C 0.280 1.750 -1.406 -0.143
C 0.337 2.487 -0.291 -0.038
H 1.557 0.044 -2.504 0.134
H 2.280 -0.309 0.311 0.119
H 0.886 -0.946 -0.569 0.075
H 0.131 2.260 -2.358 0.071
H 2.984 2.103 -2.291 0.083
H 4.041 0.713 -2.003 0.090
H 3.422 1.660 -0.634 0.085
H 0.503 2.013 0.675 0.054
H 0.215 3.567 -0.268 0.050
C -1.365 -1.009 1.307 -0.435
C -1.712 -0.536 -0.116 -0.324
C -0.990 -2.492 1.322 -0.082
C -2.514 -0.717 2.274 -0.089
O -0.660 -0.667 -1.026 -0.299
H -0.163 0.572 -1.290 0.040
H -0.489 -0.426 1.629 0.119
H -2.042 0.517 -0.051 0.106
H -2.586 -1.110 -0.467 0.118
H -0.657 -2.812 2.313 0.073
H -1.855 -3.104 1.046 0.082
H -0.197 -2.708 0.604 0.064
H -2.270 -1.031 3.292 0.072
H -2.754 0.349 2.300 0.072
H -3.418 -1.254 1.971 0.079
```

Computed properties:
highest occupied orbital energy (alpha / beta): -8.00 / -8.00 eV
HOMO-LUMO gap (alpha / beta): 8.1 / 8.1 eV

***

ii:
A cluster of 2 separate species, C8H19NO in total. Source: the OMol25 dataset; level of theory: wB97M-V/def2-TZVPD.

XYZ file:
```
29
Properties=species:S:1:pos:R:3:lowdin_charge:R:1
C -4.349 -1.101 -2.460 -0.044
C -2.930 -0.947 -2.026 -0.612
C -1.628 0.655 -0.861 -0.115
C 2.090 0.288 1.148 -0.746
C 0.878 1.052 1.087 -0.110
C 1.698 -1.078 1.769 -0.059
C 3.104 0.964 2.033 -0.081
C 2.763 -0.020 -0.117 -0.084
H -5.103 -0.251 -2.368 0.085
H -4.917 -1.911 -1.992 0.076
H -4.260 -1.353 -3.619 0.130
H -3.903 0.694 -1.301 0.176
H -1.186 -0.557 -0.818 0.172
H -1.215 1.503 -1.690 0.158
H -1.716 0.955 0.173 0.048
H 0.133 0.714 0.427 -0.011
H 0.311 1.172 2.130 0.136
H 1.029 2.179 0.891 0.116
H 2.598 -1.697 2.010 0.096
H 1.117 -0.876 2.649 0.068
H 1.211 -1.752 1.078 0.079
H 4.068 0.364 1.929 0.095
H 2.817 0.676 3.110 0.101
H 3.323 2.100 1.866 0.119
H 3.197 0.869 -0.484 0.076
H 3.575 -0.727 -0.064 0.088
H 2.227 -0.427 -0.929 0.076
N -2.943 0.143 -1.203 -0.080
O -1.990 -1.632 -2.369 0.047
```

Computed properties:
highest occupied orbital energy: -9.74 eV
HOMO-LUMO gap: 10.4 eV

***

Of them, ii has the highest stability.

***

i:
A structure of composition C6H9MgNS. Source: the OMol25 dataset; level of theory: wB97M-V/def2-TZVPD.

XYZ file:
```
18
Properties=species:S:1:pos:R:3:lowdin_charge:R:1
Mg -2.059 0.973 1.491 0.172
C -2.093 -3.248 -1.189 -0.092
H -2.554 -2.413 -1.701 0.061
H -1.358 -3.936 -1.896 0.154
H -1.160 -2.873 -0.713 0.091
H -2.691 -3.688 -0.402 0.077
H -2.237 -4.160 -2.078 0.162
S -0.230 0.243 2.880 0.413
C 0.586 1.014 1.608 -0.857
C 1.971 1.253 1.531 -0.111
C 2.495 2.000 0.490 -0.077
C 1.629 2.456 -0.510 -0.089
C 0.254 2.200 -0.408 -0.162
N -0.263 1.540 0.638 -0.142
H 2.585 0.835 2.313 0.095
H 3.565 2.224 0.465 0.110
H 2.002 3.059 -1.335 0.094
H -0.443 2.520 -1.184 0.102
```

Computed properties:
highest occupied orbital energy: -4.08 eV
HOMO-LUMO gap: 3.0 eV

***

ii:
A structure of composition C6H9MgNS. Source: the OMol25 dataset; level of theory: wB97M-V/def2-TZVPD.

XYZ file:
```
18
Properties=species:S:1:pos:R:3:lowdin_charge:R:1
Mg 1.331 0.501 0.390 0.700
C 0.459 -0.141 -1.511 -0.270
H 1.296 -0.685 -1.968 -0.072
H -0.387 -0.803 -1.306 -0.058
H 0.196 0.770 -2.057 -0.056
H -2.167 -0.062 -3.189 0.007
H -2.807 0.298 -2.932 0.020
S 0.852 2.517 1.628 0.570
C 0.433 1.256 2.706 -0.808
C 0.027 1.530 4.028 -0.105
C -0.157 0.495 4.934 -0.064
C -0.016 -0.818 4.477 -0.078
C 0.351 -1.053 3.142 -0.126
N 0.590 -0.052 2.275 -0.086
H -0.090 2.582 4.266 0.100
H -0.385 0.727 5.976 0.113
H -0.160 -1.672 5.131 0.098
H 0.481 -2.074 2.769 0.116
```

Computed properties:
highest occupied orbital energy: -8.06 eV
HOMO-LUMO gap: 7.8 eV

***

Of them, ii has the highest stability.